No. 1
This record from the OMol25 dataset describes a molecular structure, C19H58AgF2N11O14S2 in a non-equilibrium geometry. The level of theory is the ωB97M-V functional and the def2-TZVPD basis.

Last column: Löwdin spin population.
Cartesian coordinates (Å):
Ag  -17.365  -4.992  -19.587  0.623
S  -20.592  -4.975  -19.547  0.003
S  -19.912  -4.265  -17.234  0.004
F  -18.585  -3.697  -16.588  0.001
F  -19.823  -6.111  -20.382  0.003
O  -16.806  -3.113  -18.579  0.140
O  -20.106  -5.396  -16.382  0.002
O  -24.691  -9.657  -21.488  0.000
O  -17.389  -4.304  -21.719  0.009
O  -20.855  -4.043  -20.583  0.003
O  -17.015  -7.121  -20.012  0.051
O  -19.055  0.751  -15.783  0.000
O  -20.855  -3.212  -17.199  0.016
O  -17.331  -2.555  -12.834  0.000
O  -21.657  -5.663  -18.919  0.010
O  -24.199  -6.431  -17.443  0.000
O  -19.444  -9.083  -17.011  0.000
O  -20.674  -0.992  -19.267  0.000
O  -19.211  -5.464  -11.602  0.000
N  -19.263  -4.615  -18.646  0.082
N  -17.703  0.054  -14.047  0.000
N  -15.457  -1.798  -19.865  0.010
N  -19.199  -3.597  -22.963  0.000
N  -17.121  -9.204  -18.963  -0.001
N  -20.278  -5.362  -13.655  0.000
N  -19.257  -1.367  -14.927  0.000
N  -15.559  -8.778  -20.601  0.003
N  -16.978  -0.838  -18.401  0.016
N  -17.058  -2.836  -23.471  0.000
N  -18.328  -6.620  -13.378  0.000
C  -20.959  -10.913  -16.303  0.000
C  -22.987  -1.523  -18.832  0.000
C  -24.041  -4.345  -16.306  0.000
C  -23.849  -5.848  -16.159  0.000
C  -19.541  -10.359  -16.357  0.000
C  -22.578  -10.504  -20.595  0.000
C  -18.533  -11.306  -16.987  0.000
C  -24.831  -6.481  -15.187  0.000
C  -16.569  -8.289  -19.825  0.006
C  -17.870  -3.606  -22.665  0.001
C  -22.242  0.678  -20.039  0.000
C  -23.280  -9.482  -21.486  0.000
C  -18.721  -0.097  -14.960  0.000
C  -16.415  -1.943  -18.908  0.015
C  -22.022  -0.810  -19.759  0.000
C  -16.274  -3.600  -14.703  0.000
C  -22.928  -8.051  -21.090  0.000
C  -16.170  -3.310  -13.230  0.000
C  -19.260  -5.746  -12.810  0.000
H  -16.994  -4.324  -15.070  0.000
H  -15.227  -9.718  -20.508  0.001
H  -22.954  1.117  -19.337  0.000
H  -19.985  -8.460  -16.513  0.000
H  -21.538  -10.309  -20.343  0.000
H  -15.122  -2.558  -20.422  0.000
H  -15.388  -8.311  -21.476  0.000
H  -23.213  -1.035  -17.882  0.000
H  -16.352  -2.732  -15.365  0.000
H  -23.553  -6.146  -18.099  0.000
H  -23.347  -7.386  -21.852  0.000
H  -24.577  -7.510  -14.937  0.000
H  -23.918  -1.642  -19.397  0.000
H  -18.799  -11.377  -18.049  0.000
H  -18.394  -6.906  -14.337  0.000
H  -19.924  -1.724  -15.572  0.000
H  -21.526  -10.551  -15.459  0.000
H  -24.967  -10.053  -20.654  0.000
H  -17.451  -6.641  -12.893  0.000
H  -23.320  -3.964  -17.034  0.000
H  -22.685  -2.539  -18.588  0.000
H  -19.215  -10.276  -15.305  0.000
H  -22.631  0.898  -21.036  0.000
H  -22.620  -11.446  -21.148  0.000
H  -18.771  -2.001  -14.312  0.000
H  -17.517  -0.928  -17.549  0.000
H  -24.900  -5.901  -14.261  0.000
H  -15.242  -2.807  -12.963  0.000
H  -17.534  -0.763  -13.469  0.000
H  -16.730  0.086  -18.702  0.001
H  -17.504  -10.947  -16.902  0.000
H  -20.827  -11.995  -16.196  0.000
H  -17.523  -2.307  -24.184  0.000
H  -15.316  -4.035  -15.027  0.000
H  -20.709  -1.119  -18.315  0.000
H  -25.044  -4.148  -16.673  0.000
H  -21.435  -10.798  -17.277  0.000
H  -21.296  1.213  -19.988  0.000
H  -23.146  -10.591  -19.666  0.000
H  -16.252  -4.246  -12.675  0.000
H  -17.890  -8.881  -18.409  0.000
H  -19.582  -2.875  -23.541  0.000
H  -17.306  0.956  -13.881  0.000
H  -22.041  -1.305  -20.735  0.000
H  -25.861  -6.492  -15.549  0.000
H  -21.860  -7.857  -21.258  0.000
H  -16.778  -10.123  -19.152  0.000
H  -18.502  -12.295  -16.536  0.000
H  -23.834  -3.843  -15.356  0.000
H  -19.811  -4.179  -22.416  0.000
H  -22.842  -6.193  -15.901  0.000
H  -20.887  -4.618  -13.371  0.000
H  -17.477  -2.682  -11.889  0.000
H  -15.181  -0.863  -20.110  0.000
H  -23.000  -9.587  -22.538  0.000
H  -20.160  -5.562  -14.646  0.000
H  -16.165  -2.597  -23.087  0.000
H  -23.177  -7.762  -20.071  0.000

* spin multiplicity: 2
* HOMO (spin up / spin down): -11.46 / -11.46 eV
* total charge: +1



No. 2
This record from the OMol25 dataset describes 10 unconnected molecules or ions with the total composition C19H58N3O12 in a non-equilibrium geometry. The level of theory is the ωB97M-V functional and the def2-TZVPD basis.

Last column: Löwdin charge in e.
Cartesian coordinates (Å):
O  2.801  -1.975  -0.920  -0.127
O  3.881  1.298  0.245  -0.176
O  -4.435  2.854  0.823  -0.153
O  1.027  -2.836  -5.898  -0.137
O  -0.244  0.904  -0.072  0.147
O  -0.010  -0.959  -1.303  -0.050
O  0.083  -3.809  -0.417  -0.170
O  0.979  0.152  5.473  -0.237
O  -2.749  -1.441  2.570  -0.169
O  -1.521  -0.110  -3.678  -0.110
O  -0.041  3.439  -1.350  -0.096
O  1.616  0.543  -1.048  -0.023
N  -0.219  2.667  2.998  0.035
N  2.740  -0.591  -3.640  0.110
N  -3.368  2.175  3.155  0.039
C  3.197  -2.405  0.420  -0.127
C  1.702  -1.042  -4.425  -0.471
C  0.688  -4.614  -1.372  -0.184
C  3.746  1.024  1.601  -0.204
C  0.569  2.088  4.158  -0.347
C  0.216  0.557  4.268  -0.122
C  1.257  -4.032  -6.566  -0.133
C  -2.049  -2.077  1.603  -0.133
C  1.632  -1.140  5.291  -0.113
C  0.649  3.403  -2.642  -0.068
C  2.113  -2.358  -5.176  -0.178
C  -4.863  0.450  3.634  -0.120
C  0.137  2.843  5.374  -0.064
C  -2.070  1.094  -3.465  -0.237
C  1.313  0.046  -5.408  -0.045
C  -3.511  0.767  3.604  -0.414
C  -3.492  2.763  -0.289  -0.125
C  -2.765  -0.086  2.433  -0.196
C  0.447  0.175  -0.844  -0.764
H  -2.530  -1.803  0.713  0.073
H  -2.075  1.624  -4.354  0.056
H  -1.562  1.848  -2.922  0.056
H  -3.077  1.014  -3.324  0.053
H  4.123  1.784  2.075  0.013
H  2.836  -2.056  -5.747  0.068
H  3.884  0.011  1.979  0.057
H  2.597  -2.982  -4.552  0.094
H  1.487  -4.844  -5.865  0.084
H  -3.899  2.557  1.520  -0.063
H  -5.442  0.559  2.652  0.136
H  -3.260  0.500  4.646  0.147
H  1.580  2.298  3.980  0.110
H  2.395  0.198  -3.320  -0.005
H  1.463  -5.092  -0.806  0.058
H  -0.890  2.817  5.451  0.050
H  -0.081  3.562  -3.427  0.094
H  -0.849  -0.338  -2.883  0.111
H  2.679  -1.941  1.344  0.082
H  -3.308  1.618  -0.639  0.112
H  1.440  3.836  -2.578  -0.026
H  -2.621  3.220  -0.010  0.029
H  -3.992  3.376  -1.003  0.064
H  0.859  -1.217  -3.912  0.076
H  -1.041  -1.679  1.442  0.083
H  0.281  -2.822  -0.682  0.088
H  0.133  2.438  2.076  0.064
H  2.270  -4.083  -6.885  0.058
H  4.169  -1.938  0.731  0.067
H  3.056  0.884  -0.364  0.118
H  -5.413  1.116  4.131  0.046
H  1.069  -2.050  4.939  0.095
H  1.162  -4.024  -2.102  0.059
H  -0.688  0.160  4.457  0.066
H  2.696  -1.284  -2.910  0.063
H  0.552  3.878  5.297  0.097
H  -3.234  0.226  1.365  0.158
H  2.634  1.190  1.813  0.086
H  -2.213  2.312  3.095  0.129
H  0.641  -4.336  -7.432  0.098
H  2.292  0.284  -5.878  0.083
H  -5.031  -0.453  4.030  0.054
H  -0.043  -5.346  -1.673  0.074
H  3.104  -3.541  0.460  0.090
H  1.205  2.460  -2.650  0.083
H  -1.127  0.607  -0.121  0.088
H  0.893  0.840  -4.744  0.073
H  -0.107  2.610  -0.988  -0.040
H  0.612  2.632  6.311  0.072
H  2.106  -1.365  6.364  0.113
H  0.531  -0.150  3.448  0.124
H  -0.085  3.635  2.824  0.067
H  -1.664  0.192  2.305  0.100
H  0.619  -0.169  -6.295  0.103
H  2.556  -0.925  4.742  0.068
H  -1.989  -3.162  1.658  0.101
H  -3.516  2.722  3.921  0.036
H  2.362  -1.172  -0.845  -0.032

* HOMO: -6.42 eV
* total charge: -1



No. 3
This record from the OMol25 dataset describes 10 unconnected molecules or ions with the total composition C19H59NO10 in a non-equilibrium geometry. The level of theory is the ωB97M-V functional and the def2-TZVPD basis.

Last column: Löwdin spin population.
Cartesian coordinates (Å):
O  0.582  5.784  2.823  0.000
O  3.235  2.126  1.154  0.000
O  5.661  -3.389  3.446  0.003
O  -5.256  0.544  2.275  0.000
O  -3.641  -4.221  0.364  0.000
O  3.471  -2.394  -2.094  0.005
O  -3.170  -2.997  -2.541  0.000
O  0.047  1.990  0.228  0.000
O  -4.694  3.160  1.708  0.000
O  -1.141  2.804  -2.457  0.000
N  3.198  -4.006  0.746  0.629
C  6.079  -3.814  4.780  0.001
C  4.244  -3.317  1.480  0.148
C  -1.111  0.634  1.775  0.000
C  3.861  -1.852  1.595  0.025
C  -4.810  -0.645  1.666  0.000
C  -2.008  5.044  -2.520  0.000
C  -2.591  -3.700  1.057  0.000
C  -4.134  3.416  0.421  0.000
C  -3.317  -0.779  -2.368  0.000
C  3.671  1.936  -0.184  0.000
C  0.294  -0.335  -0.087  0.000
C  0.085  4.264  -3.795  0.000
C  -0.660  0.776  0.290  0.000
C  2.272  -2.758  -2.758  0.000
C  4.572  -4.055  2.816  0.037
C  -2.321  -1.897  -2.423  0.000
C  -1.397  -1.805  -3.653  0.000
C  -0.749  4.200  -2.539  0.000
C  0.719  4.646  2.072  0.000
H  2.927  2.310  -0.889  0.000
H  -4.050  -0.716  -3.173  0.000
H  0.937  3.594  -3.677  0.000
H  -1.691  -1.949  -1.535  0.000
H  -4.528  -1.461  2.332  0.000
H  0.691  -0.236  -1.097  0.000
H  -1.838  6.021  -2.067  0.000
H  -5.546  -1.047  0.971  0.000
H  -0.191  2.460  -0.575  0.000
H  3.350  -1.491  0.702  0.000
H  4.111  -2.258  -2.797  0.000
H  4.801  -1.302  1.633  0.001
H  6.194  -4.892  4.885  0.000
H  -1.717  2.604  -3.199  0.000
H  -3.939  -4.983  0.867  0.000
H  -0.235  0.455  2.398  0.000
H  -5.238  0.405  3.225  0.000
H  -4.116  4.473  0.154  0.000
H  -4.803  2.218  1.862  0.000
H  3.169  -3.521  -0.139  0.021
H  -2.497  5.078  -3.494  0.000
H  3.738  0.856  -0.315  0.000
H  -2.873  -3.783  2.107  0.000
H  -1.516  1.560  2.182  0.000
H  -0.148  4.469  -1.671  0.000
H  5.179  -3.337  0.920  0.092
H  3.269  -1.672  2.492  0.008
H  -1.837  -0.156  1.968  0.000
H  0.195  4.715  1.119  0.000
H  -0.722  -2.659  -3.610  0.000
H  1.995  -2.048  -3.538  0.000
H  -3.490  -3.220  -1.664  0.000
H  -2.870  0.197  -2.182  0.000
H  -4.007  -0.385  0.976  0.000
H  -0.916  -0.847  -3.454  0.000
H  -2.752  4.596  -1.861  0.000
H  -0.227  -1.284  0.039  0.000
H  3.557  -4.906  0.460  0.021
H  -1.917  -1.857  -4.611  0.000
H  -3.968  -0.890  -1.500  0.000
H  2.367  1.726  1.244  0.000
H  2.279  -3.811  -3.038  0.000
H  -1.626  -4.176  0.884  0.000
H  0.387  3.820  2.701  0.000
H  7.000  -3.287  5.033  0.000
H  -0.444  3.916  -4.682  0.000
H  4.864  -5.102  2.731  0.000
H  0.391  5.278  -4.053  0.000
H  -2.432  -2.651  0.809  0.000
H  -3.145  3.003  0.225  0.000
H  5.342  -3.542  5.536  0.000
H  3.675  -3.968  3.430  0.006
H  1.778  4.661  1.814  0.000
H  1.085  -0.314  0.662  0.000
H  -4.608  2.871  -0.396  0.000
H  -1.485  0.807  -0.421  0.000
H  1.611  -2.669  -1.896  0.000
H  4.619  2.414  -0.430  0.000
H  0.868  6.554  2.326  0.000

* spin multiplicity: 2
* HOMO (spin up / spin down): -11.07 / -11.07 eV
* total charge: +1



- Which value of total charge does entry 3 give?
  +1